{"formula": "H3IO3P", "method": "ωB97M-V with the def2-TZVPD basis set", "total_charge": 1, "homo_lumo_gap_ha": [0.2420, 0.2417], "species": ["I", "P", "O", "O", "O", "H", "H", "H"], "xyz": [[2.8872, 0.2671, 0.3435], [0.4870, -0.2005, 0.2022], [-1.3763, 1.8349, 0.1439], [0.0605, -0.5190, -1.2541], [-0.1340, -1.2881, 1.1486], [-0.7844, -0.5680, -1.6774], [-1.4970, 1.9450, -0.8730], [0.3571, -1.4714, 1.9663]], "forces_ev_per_angstrom": [[-1.553, -0.330, -0.035], [-2.416, 2.213, -1.041], [1.722, -1.810, -1.690], [2.340, -0.304, 0.785], [0.808, 0.615, -0.449], [-1.278, -0.020, -0.070], [0.519, -0.279, 2.237], [-0.143, -0.085, 0.264]], "mulliken_charge": [0.354, 0.789, -0.524, -0.358, -0.374, 0.382, 0.329, 0.401]}

{"formula": "C2H2F3NO", "method": "ωB97M-V with the def2-TZVPD basis set", "homo_lumo_gap_ha": [0.2892, 0.2893], "species": ["F", "F", "F", "O", "N", "C", "C", "H", "H"], "xyz": [[0.1110, -1.7285, 0.0348], [1.9090, -0.5643, 0.0995], [-0.3732, 1.6726, 0.3512], [-2.4913, -0.8065, 0.3221], [-2.2492, 0.1187, -0.2927], [0.5435, -0.4762, 0.4180], [-0.1356, 0.5690, -0.3576], [0.4656, -0.4425, 1.5634], [-0.1890, 0.6390, -1.5465]], "forces_ev_per_angstrom": [[-0.503, 0.477, 0.032], [-0.531, 0.634, 0.443], [0.583, 1.095, -0.008], [-0.432, -0.196, 0.085], [2.283, 0.099, 0.045], [1.544, -1.780, 0.620], [-3.786, -0.845, -2.453], [-0.062, 0.474, -1.746], [0.904, 0.042, 2.982]], "mulliken_charge": [-0.244, -0.245, -0.242, -0.152, 0.174, 0.343, -0.112, 0.162, 0.316]}

no.,energy (eV)
1,-23570.1122
2,-13791.7695